[1]
ORCA calculation (the ωB97M-V functional and the def2-TZVPD basis) on a molecular structure, C22H22AlN6O2.

```
! wB97M-V def2-TZVPD RIJCOSX def2/J DEFGRID3
* xyz 1 1
Al 0.0683 0.1470 0.3531
C -4.5599 1.9379 4.4800
C -3.5178 1.1237 3.7589
C -2.4553 0.5281 4.4334
C -1.4889 -0.1977 3.7576
C -1.5606 -0.3965 2.3801
N -0.5461 -1.0296 1.6126
C -0.0082 -2.2648 1.9243
C -0.3389 -2.9954 3.0753
C 0.3035 -4.1707 3.4095
C 1.3302 -4.6925 2.6253
C 2.0806 -5.9410 3.0162
C 1.6106 -4.0308 1.4464
C 0.9254 -2.8810 1.0619
N 1.1453 -2.4408 -0.3034
C 1.5919 -3.2076 -1.3170
C 1.6395 -2.4453 -2.4648
C 1.1744 -1.1987 -2.0759
N 0.8744 -1.2017 -0.7732
C -2.6240 0.2164 1.7079
C -3.5694 0.9734 2.3817
N -2.7492 0.1029 0.2801
C -3.8885 0.0158 -0.4288
C -3.5637 0.0218 -1.7659
C -2.1738 0.1053 -1.7917
N -1.6821 0.1533 -0.5578
H -4.3148 2.0428 5.5352
H -4.6454 2.9368 4.0505
H -5.5395 1.4625 4.4082
H -2.3638 0.6618 5.5047
H -0.6462 -0.6082 4.2995
H -1.1217 -2.6218 3.7183
H 0.0112 -4.6881 4.3158
H 1.8884 -6.1999 4.0563
H 1.7827 -6.7930 2.4015
H 3.1569 -5.8086 2.8970
H 2.3895 -4.4273 0.8052
H 1.8206 -4.2481 -1.1759
H 1.9512 -2.7646 -3.4438
H 1.0343 -0.3019 -2.6612
H -4.3451 1.4816 1.8193
H -4.8449 -0.0597 0.0603
H -4.2367 -0.0378 -2.6034
H -1.5108 0.1223 -2.6422
N 2.0618 0.4845 1.1564
C 2.0277 1.7981 1.8422
C 0.7521 2.5534 1.4694
O 0.5228 3.6459 1.8968
O -0.0506 1.8639 0.6661
H 2.3753 -0.2504 1.7832
H 2.7321 0.5017 0.3944
H 2.8832 2.4172 1.5816
H 2.0339 1.6666 2.9222
*
```

Largest force on an atom = 0.01321 Eh/bohr
Kohn-Sham gap = 7.9 eV
Highest occupied orbital energy = -10.43 eV
E = -1572.99354 Eh

Electronic structure analysis, Löwdin charges in units of e:
1 Al 0.14
2 C -0.03
3 C -0.25
4 C -0.01
5 C -0.01
6 C -0.19
7 N 0.05
8 C -0.18
9 C 0.00
10 C -0.02
11 C -0.27
12 C -0.04
13 C 0.00
14 C -0.10
15 N 0.00
16 C -0.01
17 C -0.01
18 C -0.08
19 N 0.04
20 C -0.11
21 C 0.04
22 N -0.01
23 C -0.01
24 C -0.01
25 C -0.07
26 N 0.07
27 H 0.08
28 H 0.09
29 H 0.09
30 H 0.12
31 H 0.12
32 H 0.11
33 H 0.12
34 H 0.08
35 H 0.09
36 H 0.08
37 H 0.12
38 H 0.13
39 H 0.12
40 H 0.13
41 H 0.13
42 H 0.14
43 H 0.11
44 H 0.12
45 N 0.07
46 C -0.08
47 C -0.54
48 O 0.14
49 O 0.03
50 H 0.12
51 H 0.12
52 H 0.14
53 H 0.14

---

[2]
ORCA calculation (the ωB97M-V functional and the def2-TZVPD basis) on 2 unconnected molecules or ions with the total composition FH3P2.

```
! wB97M-V def2-TZVPD RIJCOSX def2/J DEFGRID3
* xyz 0 1
F -3.0687 0.7636 -1.2050
P 2.3237 -1.1975 0.5661
P 0.7978 0.1126 0.5359
H 3.3338 -0.3101 0.4893
H -3.0286 0.1059 -1.8784
H -0.1996 -0.8359 0.8002
*
```

Largest force on an atom = 0.04170 Eh/bohr
Kohn-Sham gap = 8.5 eV
Highest occupied orbital energy = -9.33 eV
E = -784.31256 Eh

Electronic structure analysis, Löwdin charges in units of e:
1 F -0.10
2 P 0.27
3 P 0.26
4 H -0.28
5 H 0.10
6 H -0.25

---

[3]
ORCA calculation (the ωB97M-V functional and the def2-TZVPD basis) on a molecular structure, C31H33ClHgN9O4S2.

```
! wB97M-V def2-TZVPD RIJCOSX def2/J DEFGRID3
* xyz -2 2
Hg 0.5230 0.6117 0.2428
Cl 5.6779 -5.7112 0.3610
C 4.3653 -4.5504 0.2233
C 3.1340 -4.9806 -0.2629
C 2.1098 -4.0713 -0.3697
C 2.2473 -2.6907 -0.0133
O 1.3009 -1.8950 -0.2002
C 3.5287 -2.3101 0.5646
C 3.7540 -1.0350 1.1461
O 2.9530 -0.1254 1.3978
C 4.5699 -3.2551 0.6216
H 2.9954 -6.0102 -0.5633
H 1.1501 -4.3818 -0.7569
H 4.8102 -0.8910 1.4911
H 5.5301 -2.9455 1.0120
S 1.6086 2.0636 -4.0275
C 2.8242 0.9958 -3.4069
C 2.4775 0.4869 -2.1889
C 1.2359 0.9367 -1.7166
C 0.6103 1.8109 -2.5860
C -0.6546 2.4311 -2.4666
C -1.1877 3.2347 -3.5011
C -2.4435 3.7649 -3.3800
C -3.1727 3.5031 -2.2067
C -2.5600 2.7343 -1.2269
N -1.3629 2.2020 -1.3240
H 3.7056 0.8263 -3.9954
H 3.0958 -0.2090 -1.6477
H -0.5815 3.4079 -4.3807
H -2.8790 4.3668 -4.1725
H -4.1745 3.8929 -2.0715
H -3.0808 2.5371 -0.2939
C -1.5164 -2.4818 -1.0959
N -1.9757 -1.1024 -1.1167
C -3.0452 -0.9559 -0.1455
N -4.1757 -1.8499 -0.4405
C -3.6680 -3.2172 -0.4396
N -2.6050 -3.4204 -1.4166
C -3.1295 -3.0741 -2.7285
N -3.6158 -1.6981 -2.7999
C -2.4988 -0.8068 -2.4355
C -4.6484 -1.5424 -1.7798
H -1.1264 -2.7098 -0.1038
H -0.7125 -2.6031 -1.8242
H -3.4016 0.0753 -0.1590
H -2.6708 -1.1941 0.8500
H -4.4981 -3.9001 -0.6758
H -3.2824 -3.4434 0.5585
H -3.9649 -3.7489 -2.9678
H -2.3353 -3.2066 -3.4703
H -2.8629 0.2237 -2.4659
H -1.7050 -0.9270 -3.1779
H -5.4853 -2.2100 -2.0248
H -4.9991 -0.5069 -1.7940
C 1.0302 0.3666 4.0887
N 1.5073 -0.9611 3.8390
C 2.7113 -1.4821 4.2398
C 2.8703 -2.6793 3.6373
N 1.7440 -2.9069 2.8827
C 0.9294 -1.8188 2.9627
S -0.5864 -1.6980 2.3125
H 1.2805 0.6508 5.1116
H -0.0525 0.3861 3.9380
H 1.4863 1.0698 3.3835
H 3.3442 -0.9598 4.9297
H 3.6729 -3.3853 3.6826
H 1.6679 -3.5823 2.1349
C -2.0151 4.2356 4.7788
N -1.1679 4.0097 3.6377
C -0.3758 4.9991 3.1609
C 0.5110 4.7739 2.1804
C 0.6267 3.4256 1.6226
O 1.4761 3.1570 0.7746
N -0.2080 2.4748 2.1099
C -1.0868 2.6854 3.0780
O -1.8211 1.8457 3.5799
H -2.8055 4.9643 4.5621
H -1.4272 4.5916 5.6319
H -2.4659 3.2726 5.0224
H -0.5073 5.9712 3.6305
H 1.1507 5.5511 1.7940
*
```

Largest force on an atom = 0.05043 Eh/bohr
Kohn-Sham gap (alpha / beta) = 2.3 / 4.9 eV
Highest occupied orbital energy (alpha / beta) = 1.72 / -0.82 eV
E = -3404.85286 Eh

Electronic structure analysis, Löwdin charges in units of e:
1 Hg 1.21
2 Cl 0.51
3 C -0.74
4 C -0.22
5 C -0.09
6 C -0.47
7 O -0.18
8 C -0.21
9 C -0.36
10 O -0.15
11 C -0.15
12 H 0.07
13 H 0.08
14 H 0.10
15 H 0.08
16 S 0.95
17 C -0.41
18 C -0.20
19 C -0.29
20 C -0.51
21 C -0.30
22 C -0.06
23 C -0.09
24 C -0.09
25 C -0.18
26 N 0.10
27 H 0.05
28 H 0.10
29 H 0.07
30 H 0.10
31 H 0.08
32 H 0.10
33 C -0.20
34 N -0.08
35 C -0.19
36 N -0.09
37 C -0.19
38 N -0.08
39 C -0.20
40 N -0.09
41 C -0.18
42 C -0.21
43 H 0.06
44 H 0.12
45 H 0.11
46 H 0.06
47 H 0.12
48 H 0.13
49 H 0.11
50 H 0.12
51 H 0.11
52 H 0.13
53 H 0.11
54 H 0.12
55 C -0.05
56 N -0.13
57 C -0.08
58 C -0.09
59 N 0.10
60 C -0.80
61 S 0.66
62 H 0.09
63 H 0.04
64 H 0.08
65 H 0.11
66 H 0.11
67 H 0.13
68 C -0.06
69 N -0.08
70 C -0.11
71 C -0.01
72 C -0.56
73 O -0.04
74 N 0.13
75 C -0.55
76 O -0.01
77 H 0.08
78 H 0.08
79 H 0.08
80 H 0.11
81 H 0.09

---

Q: Which of these has the lowest E?
A: C31H33ClHgN9O4S2